1.
151
Properties=species:S:1:pos:R:3 method="wB97M-V/def2-TZVPD" homo_lumo_gap_ev="5.83 / 5.64" spin_multiplicity=6 homo_ev="-6.46 / -6.39" total_charge=0 s_squared=8.756
Br -0.858 1.822 -1.385
As -0.833 -1.869 -1.931
Mn -0.848 0.012 1.189
P 2.314 0.651 -1.753
F -1.550 3.490 -3.718
F 2.684 4.169 -5.569
F 3.761 2.555 -3.758
F 0.007 4.562 -5.633
N -0.923 -2.036 1.418
N -1.048 1.964 1.859
N 1.015 0.000 2.117
N -2.882 -0.036 0.884
C -6.174 1.594 0.186
C -4.468 -3.405 -3.470
C 3.342 -0.287 -2.989
C -3.422 2.291 1.384
C 0.540 3.772 -4.712
C 1.672 -4.337 -4.082
C 0.337 -5.340 2.642
C 3.813 -1.033 -5.245
C 5.442 1.701 0.722
C -5.013 0.654 0.322
C -3.620 -1.108 0.471
C 3.008 -0.705 3.074
C -3.658 -5.232 2.709
C -3.002 4.960 2.925
C 0.358 5.144 4.767
C 3.505 3.028 -0.739
C 0.317 -5.270 4.176
C -0.249 3.198 -3.739
C 2.995 0.654 3.124
C 5.273 -1.262 4.214
C -3.210 -2.427 0.622
C 4.493 0.983 0.011
C -0.600 4.069 2.695
C 3.955 1.613 3.765
C -1.993 -2.848 1.162
C 1.098 -4.068 -1.369
C -2.269 -4.464 -2.153
C -7.136 1.479 1.376
C 3.977 -1.742 3.567
C -1.944 4.001 2.476
C -1.698 -4.208 1.537
C 0.817 -3.328 -3.656
C -3.436 -2.576 -3.055
C 1.751 -1.100 2.450
C 0.188 5.218 3.244
C -4.405 -4.770 -3.224
C -3.307 -5.295 -2.558
C -0.251 -1.119 -6.558
C 2.237 -5.204 -3.156
C 0.517 -3.216 -2.294
C 4.438 3.746 -0.006
C 2.438 2.685 -3.757
C -0.060 2.781 2.320
C 1.964 -5.064 -1.802
C 4.882 -1.790 -4.794
C 1.902 3.548 -4.691
C -1.235 -0.347 -4.502
C 1.733 1.076 2.536
C 5.430 3.086 0.704
C 3.550 1.633 -0.785
C 0.361 -2.165 -5.882
C 0.188 -2.301 -4.508
C -0.623 -1.386 -3.820
C 0.300 2.338 -2.801
C 3.513 2.009 5.180
C 4.368 -1.119 -2.543
C 1.262 2.387 2.538
C 1.653 1.997 -2.828
C -6.010 -1.635 -0.415
C 3.043 -0.305 -4.353
C 5.143 -1.846 -3.435
C -2.684 -5.334 1.525
C -2.200 2.695 1.915
C -4.953 -0.689 0.081
C -1.043 -0.206 -5.872
C -2.320 -3.097 -2.406
C 0.045 -2.841 1.937
C -0.420 -4.203 2.027
C -6.852 -1.120 -1.588
C -3.721 1.037 0.855
C 1.317 -2.414 2.335
C -3.628 4.482 4.245
H -4.147 3.534 4.095
H -5.808 2.619 0.114
H -7.347 -1.957 -2.081
H 5.083 -0.646 5.094
H 5.850 -2.130 4.537
H -1.515 0.612 -6.403
H 3.571 -1.007 -6.301
H 4.480 -0.093 0.102
H 1.374 -5.336 2.295
H -3.496 -1.509 -3.245
H 0.980 5.963 5.133
H -6.618 1.692 2.313
H 2.425 -5.734 -1.085
H 6.172 3.647 1.258
H 0.975 -2.872 -6.426
H -0.111 -1.015 -7.627
H -3.791 5.047 2.174
H 0.870 -3.954 -0.314
H 4.396 4.828 0.000
H 3.492 1.136 5.835
H -5.322 -2.985 -3.989
H -0.311 6.154 2.987
H 5.490 -2.352 -5.492
H 4.234 -2.395 2.726
H -1.416 -4.889 -1.639
H -2.571 5.953 3.064
H 2.740 3.571 -1.276
H 1.950 3.160 2.854
H 1.996 -3.195 2.649
H -6.219 -0.614 -2.320
H -4.368 -6.062 2.702
H 2.513 2.440 5.171
H -7.629 -0.429 -1.263
H -0.708 -5.332 4.545
H -3.912 -3.208 0.364
H 3.450 -2.371 4.291
H 4.031 2.509 3.145
H -4.213 3.029 1.386
H -1.862 0.363 -3.972
H 2.904 -5.987 -3.494
H -4.211 -4.293 2.668
H -6.675 -1.896 0.416
H -2.155 -6.288 1.574
H -3.111 -5.260 3.652
H -0.100 -6.286 2.318
H 4.577 -1.214 -1.489
H -2.855 4.319 4.996
H 4.949 1.176 3.820
H -7.965 2.181 1.271
H 1.903 -4.450 -5.135
H 0.740 -4.326 4.522
H -5.206 -5.421 -3.553
H 6.190 1.173 1.301
H -6.716 1.389 -0.734
H -7.544 0.468 1.440
H -0.612 5.202 5.263
H 2.199 0.250 -4.741
H 5.950 -2.464 -3.062
H -3.253 -6.359 -2.359
H 1.172 5.239 2.770
H 0.888 -6.093 4.610
H -3.247 -5.325 0.588
H -4.339 5.214 4.633
H 5.887 -0.694 3.513
H -5.523 -2.555 -0.733
H 4.199 2.745 5.603
H 0.825 4.203 5.057


2.
164
Properties=species:S:1:pos:R:3 method="wB97M-V/def2-TZVPD" homo_lumo_gap_ev=9.06 relative_energy_kcal_mol=21.00 homo_ev=-9.09 total_charge=0
I -0.802 -0.027 -2.775
Cl 7.795 1.260 0.144
S 5.818 0.818 -0.325
P -2.071 -0.143 0.079
F 0.521 -0.593 11.101
F 3.698 -0.461 7.777
F 0.144 1.799 -4.923
F 4.853 -1.251 3.478
F -8.379 -3.194 -8.367
F -9.307 -4.540 -4.415
F 3.224 2.432 3.468
F -4.817 -1.144 -10.665
F -4.022 3.397 -7.608
F -1.585 -2.788 -2.165
F 4.693 7.049 3.403
O -3.332 0.084 -0.918
O 5.580 1.351 -1.620
O 0.491 -4.383 1.816
O 0.403 -5.310 -0.198
O 2.531 -3.724 1.187
O -1.644 1.171 0.533
O 5.685 -0.594 -0.242
O 2.281 -1.450 -2.221
O -2.637 -0.951 1.375
N 0.556 -2.828 -1.535
C -9.253 0.591 -7.052
C 7.176 0.162 5.862
C 2.743 0.145 11.324
C 7.855 6.129 5.853
C -4.402 -1.685 -8.412
C -5.375 -4.244 -8.888
C 7.012 7.061 3.803
C -0.738 -1.037 -0.805
C 2.045 4.312 6.323
C -2.858 1.265 -10.280
C 2.622 4.702 3.632
C -5.343 -3.315 -9.918
C -4.930 -3.893 -7.622
C -3.923 2.829 -8.823
C -9.517 -1.792 -6.859
C -4.446 -2.613 -7.383
C -8.529 -5.640 -4.411
C 3.451 -1.740 8.133
C -8.403 0.413 -8.137
C -2.353 4.378 -5.368
C 4.893 1.674 0.966
C -3.711 1.654 -11.305
C 5.488 6.129 5.423
C 2.779 3.464 4.218
C -1.684 3.285 -4.841
C 1.877 5.566 5.747
C -4.781 3.224 -9.829
C 2.944 -4.351 8.860
C -6.937 -7.889 -4.403
C -8.103 -0.867 -8.579
C 2.479 -0.018 14.084
C 6.560 5.815 6.246
C -4.668 2.634 -11.081
C 1.556 -0.266 11.897
C 1.683 -2.516 3.005
C 1.407 -0.350 13.267
C 8.080 6.754 4.634
C -8.271 -7.982 -4.030
C 3.809 0.487 12.144
C 5.730 6.746 4.210
C -6.404 -6.663 -4.779
C 8.293 -0.167 3.755
C 1.629 -3.576 1.911
C -9.074 -6.850 -4.029
C 7.124 -0.682 3.214
C 2.495 3.250 5.553
C 1.383 -1.690 -1.530
C -0.006 -4.489 0.500
C 3.678 0.402 13.524
C -4.853 -2.048 -9.666
C 5.994 -0.758 4.004
C 6.002 -0.342 5.320
C -0.671 4.589 -7.075
C -9.807 -0.510 -6.413
C 4.096 -3.719 9.305
C 2.812 0.598 -0.073
C -1.120 -3.505 0.153
C 4.355 -2.407 8.936
C 8.321 0.251 5.079
C 2.298 -2.354 7.686
C 0.736 -0.850 -0.377
C -1.848 5.028 -6.487
C -2.960 1.860 -9.031
C -0.511 2.863 -5.437
C 2.047 -3.670 8.048
C 3.379 1.801 0.704
C -7.205 -5.531 -4.789
C 2.163 5.759 4.402
C -0.800 -2.584 -1.029
C 1.268 0.549 -0.055
C -8.666 -1.952 -7.936
C 0.009 3.501 -6.545
H 9.182 -0.092 3.143
H 1.522 6.393 6.349
H -5.749 -5.243 -9.075
H 0.803 1.345 -0.643
H -5.695 -3.567 -10.910
H 1.287 -2.900 3.952
H -4.021 -0.684 -8.248
H 4.473 5.899 5.716
H -2.375 5.878 -6.901
H 8.690 5.887 6.498
H -9.945 -2.663 -6.379
H -7.973 1.271 -8.638
H -6.312 -8.773 -4.399
H 7.198 0.485 6.895
H 5.098 -0.411 5.911
H -1.411 -2.982 1.068
H -2.114 0.499 -10.454
H 2.377 -0.087 15.159
H -10.465 -0.372 -5.566
H 2.744 -5.376 9.145
H 9.088 7.002 4.330
H -5.362 -6.589 -5.066
H -3.488 -1.376 1.184
H -9.483 1.591 -6.706
H 1.606 -1.805 7.060
H 2.627 2.264 5.979
H 7.083 -1.022 2.186
H 0.621 -3.436 -2.342
H 5.253 -1.901 9.268
H 7.167 7.541 2.845
H -10.114 -6.901 -3.734
H 2.029 6.735 3.955
H 2.897 1.810 1.693
H -3.958 0.672 -0.466
H 2.740 -2.299 3.177
H 4.511 0.665 14.163
H 0.462 -0.672 13.686
H 2.859 4.836 2.584
H -2.300 1.577 -8.220
H 0.966 0.760 0.983
H 6.385 5.324 7.194
H -0.280 5.093 -7.950
H -5.527 3.983 -9.632
H -2.065 2.759 -3.974
H 1.825 4.162 7.372
H -3.270 4.723 -4.908
H 0.933 3.148 -6.984
H 1.192 -1.594 2.678
H -4.960 -4.617 -6.818
H 2.829 0.197 10.246
H -6.811 -4.568 -5.088
H 0.815 -1.416 0.567
H 5.085 1.123 1.895
H 9.234 0.649 5.503
H 3.181 -0.371 0.292
H 5.364 2.658 1.073
H 4.794 -4.247 9.941
H 4.742 0.818 11.706
H -1.984 -4.118 -0.145
H -3.628 1.192 -12.280
H 3.112 2.713 0.161
H -4.103 -2.339 -6.393
H -8.688 -8.938 -3.740
H 3.119 0.657 -1.123
H -7.437 -1.026 -9.417
H 1.150 -4.164 7.698
H -5.330 2.939 -11.882